Record 1
Here is C3H3F2N5O2 in the gas phase in a non-equilibrium geometry from the OMol25 dataset. Energies are from ωB97M-V/def2-TZVPD.

Each line ends with the Löwdin charge.
Element x y z (Å)
C (0.2002, -0.1359, -0.3795)  0.00
N (0.4034, -0.7206, 0.9131)  -0.11
N (1.3734, -1.5871, 1.1849)  0.05
N (1.2960, -1.9009, 2.4102)  -0.03
N (0.2958, -1.2757, 3.0110)  0.09
C (-0.2621, -0.5472, 2.0839)  -0.17
C (-1.5504, 0.4467, 2.2070)  -0.38
F (-1.3445, 1.5794, 1.5376)  0.15
F (-2.6491, -0.1395, 1.7276)  0.16
N (-1.7244, 0.7504, 3.6894)  -0.34
O (-1.2175, 1.7724, 4.0592)  0.14
O (-2.3197, -0.0713, 4.3189)  0.15
H (0.1579, 0.9499, -0.3026)  0.09
H (1.0390, -0.4306, -1.0064)  0.10
H (-0.7322, -0.4982, -0.8164)  0.10

* SMILES string: Cn1nnnc1C(F)(F)[N+](=O)[O-]
* LUMO: -0.46 eV
* energy: -739.959655 Ha
* multiplicity: 1
* gap between HOMO and LUMO: 10.883 eV
* energy above the lowest of the compared OMol25 structures with the same formula, charge and spin: 0.0 kJ/mol
* molecular weight: 179.086 g mol⁻¹


Record 2
Here is C3H3F2NO in the gas phase in a non-equilibrium geometry from the OMol25 dataset. Energies are from ωB97M-V/def2-TZVPD.

Each line ends with the Löwdin charge.
Element x y z (Å)
O (0.4848, -3.1890, -0.2777)  0.13
C (0.3543, -2.0084, -0.2911)  -0.41
C (0.2513, -0.8920, 0.7913)  -0.15
F (1.3268, -0.7336, 1.5841)  0.04
C (0.2173, 0.1582, -0.5184)  0.00
N (0.2071, -1.0747, -1.2550)  -0.04
F (0.2236, -1.1568, -2.6449)  0.04
H (-0.6584, -0.8935, 1.3865)  0.15
H (-0.6754, 0.7729, -0.6119)  0.11
H (1.1371, 0.7293, -0.6090)  0.12

* SMILES string: O=C1[C@@H](F)CN1F
* LUMO: 0.76 eV
* energy: -445.733076 Ha
* multiplicity: 1
* gap between HOMO and LUMO: 11.217 eV
* energy above the lowest of the compared OMol25 structures with the same formula, charge and spin: 247.9 kJ/mol
* molecular weight: 107.059 g mol⁻¹


Record 3
Here is C3H3F2NO in the gas phase in a non-equilibrium geometry from the OMol25 dataset. Energies are from ωB97M-V/def2-TZVPD.

Each line ends with the Löwdin charge.
Element x y z (Å)
O (-1.4116, 1.8964, -2.2169)  0.04
C (-0.9319, 1.6363, -1.1347)  -0.35
N (-0.5820, 0.4047, -0.7025)  0.06
C (0.1273, 0.2545, 0.4870)  -0.05
C (0.6412, -0.8715, 0.9518)  -0.32
F (0.7852, -1.9700, 0.1894)  0.11
F (1.1925, -1.0536, 2.1777)  0.10
H (-0.6988, 2.3656, -0.3082)  0.14
H (-0.7934, -0.4089, -1.2606)  0.16
H (0.0405, 1.1364, 1.0923)  0.12

* SMILES string: O=CNC=C(F)F
* LUMO: 0.71 eV
* energy: -445.816261 Ha
* multiplicity: 1
* gap between HOMO and LUMO: 10.039 eV
* energy above the lowest of the compared OMol25 structures with the same formula, charge and spin: 29.5 kJ/mol
* molecular weight: 107.059 g mol⁻¹


Record 4
Here is C3H3F2NS in the gas phase in a non-equilibrium geometry from the OMol25 dataset. Energies are from ωB97M-V/def2-TZVPD.

Each line ends with the Löwdin charge.
Element x y z (Å)
C (-0.1336, -0.2635, 0.5417)  -0.37
S (1.3792, -1.0680, -0.1219)  0.87
C (2.6375, 0.4046, 0.2531)  -0.72
F (2.6234, 1.3414, -0.6979)  0.08
F (2.2113, 1.0015, 1.4194)  0.03
C (3.9212, -0.2488, 0.2399)  -0.19
N (4.9031, -0.8293, 0.1457)  0.21
H (-0.3695, -1.0065, 1.3572)  0.04
H (-0.9523, -0.4003, -0.1414)  0.02
H (0.1166, 0.6866, 0.9453)  0.02

* SMILES string: CSC(F)(F)C#N
* LUMO: 0.49 eV
* energy: -768.736734 Ha
* multiplicity: 1
* gap between HOMO and LUMO: 10.232 eV
* energy above the lowest of the compared OMol25 structures with the same formula, charge and spin: 62.2 kJ/mol
* molecular weight: 123.127 g mol⁻¹


Record 5
Here is 2 unconnected molecules or ions with the total composition C3H3F2O3 in a non-equilibrium geometry from the OMol25 dataset. Energies are from ωB97M-V/def2-TZVPD.

Each line ends with the Löwdin charge.
Element x y z (Å)
C (1.4002, -0.8907, -0.0303)  -0.68
C (-2.2196, -0.3624, 0.0478)  -0.11
C (-0.8999, -0.1530, -0.1038)  -0.09
O (2.0361, -1.9108, 0.0333)  0.06
O (1.6990, 0.3210, -0.1612)  0.00
O (-0.0243, -1.1923, 0.0087)  -0.01
F (-3.0519, 0.7169, 0.0838)  -0.05
F (3.8482, 1.2950, 0.0527)  -0.23
H (-2.5868, -1.2020, 0.4119)  0.05
H (-0.3441, 0.6768, -0.3616)  0.09
H (2.9838, 0.7931, -0.0249)  -0.03

* LUMO: 3.78 eV
* energy: -541.641705 Ha
* multiplicity: 1
* total charge: -1
* gap between HOMO and LUMO: 9.069 eV
* energy above the lowest of the compared OMol25 structures with the same formula, charge and spin: 0.0 kJ/mol
* molecular weight: 125.050 g mol⁻¹


Record 6
Here is C3H3F3INO in the gas phase in a non-equilibrium geometry from the OMol25 dataset. Energies are from ωB97M-V/def2-TZVPD.

Each line ends with the Löwdin charge.
Element x y z (Å)
C (-2.2534, 0.6778, 1.0049)  -0.51
C (0.5986, -0.2617, -0.4270)  -0.10
C (2.0975, 0.0637, -0.4479)  -0.65
N (0.2501, -1.2074, 0.2659)  -0.08
O (-0.7786, -1.8988, 0.3367)  -0.23
F (2.6761, -0.2448, 0.6949)  0.17
F (2.6990, -0.6473, -1.3963)  0.15
F (2.3443, 1.3380, -0.7781)  0.13
I (-2.7390, -0.5828, -0.5249)  1.06
H (-2.1224, 1.7923, 0.6556)  0.02
H (-2.8019, 0.6299, 1.8462)  -0.10
H (0.0297, 0.3412, -1.2301)  0.13

* LUMO (spin up / spin down): -1.08 / -1.34 eV
* energy: -843.199416 Ha
* multiplicity: 1
* gap between HOMO and LUMO (spin up / spin down): 8.182 / 7.543 eV
* energy above the lowest of the compared OMol25 structures with the same formula, charge and spin: 587.3 kJ/mol
* molecular weight: 252.961 g mol⁻¹